Record 1
Below is a structure of composition C34H44AlN6O6Si, with properties calculated with ωB97M-V/def2-TZVPD.

The geometry in XYZ format:
```
92
Properties=species:S:1:pos:R:3:forces:R:3
H 2.3816 -2.9826 1.1200 0.01 0.00 0.00
C 3.3386 2.5067 0.4506 0.00 0.00 -0.01
O -1.7118 -0.8703 0.2997 0.00 0.07 -0.05
N -1.4028 1.7941 -0.2455 0.01 0.03 0.02
H -5.2514 -3.8635 -1.7610 0.00 0.00 0.00
H -3.1549 0.7397 -0.3574 0.01 0.01 0.00
H 0.1754 -5.0587 -0.4747 -0.03 -0.03 0.00
H -3.5179 0.2275 2.5461 0.00 0.00 0.00
C -4.4652 -0.2458 2.2725 0.00 0.01 0.00
H -1.2927 -5.7178 -1.2163 0.00 0.00 0.00
C -0.4172 -0.8691 2.9472 0.01 0.00 -0.04
C 3.2095 -5.3918 -1.1199 -0.01 0.02 -0.01
C -0.7685 -5.5668 -0.2714 -0.01 0.02 -0.01
O -3.2530 -2.3108 1.9149 -0.05 -0.04 -0.05
C -3.4361 2.8179 -0.9217 -0.01 0.00 0.00
H -0.6369 -1.8869 4.8168 0.00 -0.01 -0.01
H -2.7857 -6.4093 1.3726 -0.01 0.00 0.01
H 0.0650 -3.9501 1.7650 0.01 -0.01 -0.01
H -6.5433 -2.0386 2.5703 0.00 0.00 0.00
C -0.6259 0.2582 5.0328 0.00 0.00 0.01
N -0.9363 0.2297 7.6003 0.00 0.00 0.01
O -3.9508 -1.8860 -0.6180 0.02 -0.09 0.05
C -2.7117 1.7173 -0.4975 0.00 -0.01 0.00
H -4.0881 -3.0585 4.2356 0.00 0.00 0.00
H -5.0767 -1.6386 4.6129 0.00 0.00 0.00
N 0.7557 -1.1528 -1.8921 0.00 -0.04 0.00
C -2.9532 -5.4201 0.9439 0.00 -0.02 0.00
C 1.5721 3.9534 -0.2624 0.01 0.00 0.00
H -0.5850 2.4093 4.8784 0.00 0.00 -0.01
C -4.3481 -3.5670 -2.2962 -0.01 0.00 0.01
H 2.6796 0.4866 0.8498 0.00 0.00 0.00
H -5.7806 -2.3079 0.9909 0.00 0.00 0.00
N -0.3156 0.2916 2.2885 0.00 0.02 0.02
C 2.4071 1.4891 0.5470 0.00 0.01 0.02
H -1.9152 -2.3103 -2.3896 0.00 -0.01 0.00
H -5.6071 -3.5106 2.2806 -0.01 -0.01 0.00
O -1.8426 -3.4823 -0.0012 0.11 0.03 0.04
H -0.6270 -5.4179 2.4709 0.00 0.00 -0.01
C 2.9113 3.7574 0.0365 0.00 0.00 0.00
H 3.7224 -6.3418 -1.1835 0.00 0.00 0.00
C 2.6331 -4.8359 -2.2560 -0.01 -0.02 0.00
O 0.1232 -0.0679 -1.6288 -0.01 0.06 0.00
C 1.9667 -3.6256 -2.1881 0.00 0.00 0.00
H 2.6921 -5.3535 -3.2037 0.01 0.00 0.00
C -2.7781 4.0228 -1.0917 0.00 0.00 0.00
H -0.3900 -1.7650 2.3434 0.01 0.02 0.02
H -4.6561 -0.0712 1.2116 0.00 -0.01 0.00
H -0.5528 -6.5425 0.1660 0.00 0.00 0.00
C -1.4149 4.0969 -0.8409 0.00 -0.01 0.00
C -0.3715 1.4325 2.9829 0.01 0.00 -0.01
H -3.3268 -1.4683 4.4123 0.00 0.00 0.00
C 0.6990 2.8864 -0.1359 0.00 0.01 -0.02
H -0.8840 5.0269 -0.9778 0.00 0.00 0.00
H 1.2219 4.9203 -0.5911 0.00 0.00 0.00
H 1.4996 -3.1995 -3.0629 0.00 0.02 0.00
H -6.1092 -1.4792 -1.9694 0.00 0.00 0.00
H -2.8451 -1.8101 -3.8082 0.01 -0.01 0.00
H 3.6132 4.5749 -0.0571 0.00 0.00 0.00
H -4.5007 -3.7445 -3.3618 0.00 0.00 0.00
C -1.6211 -4.7328 0.6740 -0.04 -0.02 -0.02
O 1.0372 -1.1828 0.3411 0.02 0.05 0.03
H -5.3719 -1.3492 -3.5757 0.00 0.00 0.00
C -0.5322 1.4679 4.3520 -0.01 0.00 0.00
H -3.3155 4.9010 -1.4231 0.00 0.00 0.00
Si -2.6830 -2.1392 0.3879 -0.06 0.03 -0.02
H -4.9703 -0.1679 -2.3200 0.00 -0.01 0.00
H -3.5545 -4.8355 1.6398 0.00 0.00 0.00
C 1.8966 -2.9775 -0.9621 0.01 0.01 0.02
C -0.8696 -4.4759 1.9763 -0.01 -0.01 0.00
C 3.1223 -4.7293 0.0935 0.01 0.02 0.03
C -4.4047 -1.7426 2.5591 0.02 0.03 0.02
H 4.3744 2.3147 0.6893 0.00 0.00 0.00
C -0.5606 -0.9311 4.3192 -0.01 0.00 0.01
H -1.4850 -3.8804 2.6527 0.01 0.00 0.00
H -4.4943 2.7196 -1.1162 0.00 0.00 0.00
H -0.2893 2.3504 2.4154 0.00 0.00 0.01
C -4.2130 -1.9913 4.0483 0.00 0.01 0.00
H -2.5039 -0.6458 -2.5203 0.00 0.00 0.00
H -3.5180 -4.1866 -1.9568 0.00 0.00 0.00
H 3.5660 -5.1589 0.9814 0.00 0.00 0.00
H -3.5103 -5.5408 0.0142 0.00 -0.01 0.00
C 2.4645 -3.5101 0.1819 0.00 0.02 -0.02
C -0.7974 0.2420 6.4613 0.00 -0.01 -0.01
H -5.2672 0.2218 2.8454 0.00 0.00 0.00
C -5.1966 -1.2204 -2.5070 0.01 0.01 -0.01
N 1.1184 1.6782 0.2625 0.03 0.02 -0.01
Al -0.3059 0.1429 0.2191 -0.01 -0.16 0.00
C -0.7558 2.9565 -0.4223 0.00 -0.01 0.00
C -5.6645 -2.4427 2.0654 0.01 -0.01 0.00
N 1.2002 -1.7255 -0.8574 0.00 -0.01 -0.02
C -2.7471 -1.6891 -2.7284 -0.01 0.00 0.00
C -4.0445 -2.0974 -2.0393 -0.01 0.04 -0.01
```
Forces are in eV/Å.

net charge: +1
calculated total energy: -71677.29844 eV
HOMO energy: -11.384 eV
LUMO level: -3.57 eV
energy relative to the best compared isomer or geometry (same formula, charge and spin): 4.6 kJ/mol
HOMO-LUMO gap: 7.81 eV


Record 2
Below is a structure of composition C34H44AsCl2N6OSTi, with properties calculated with ωB97M-V/def2-TZVPD.

The geometry in XYZ format:
```
90
Properties=species:S:1:pos:R:3:forces:R:3
C 2.7639 5.2671 0.1864 0.01 0.01 -0.02
C -1.6892 1.8856 3.9542 0.00 -0.05 -0.01
H 2.6660 -4.2409 4.0747 0.01 -0.02 0.01
H -1.5392 -2.1150 -6.6745 -0.01 0.00 -0.03
C 1.6439 4.5347 -0.1885 0.04 0.03 -0.02
C -1.3691 -1.9227 -5.6256 0.06 0.06 0.12
H 3.8860 0.9280 0.0398 -0.03 0.03 0.04
N -0.7025 -1.1588 -1.5475 0.27 0.05 -0.16
H 2.3866 -6.1999 0.4424 0.00 0.00 0.01
C -0.0615 -5.3689 0.2425 -0.02 0.00 0.01
H 3.3202 -1.9541 3.1409 0.03 -0.01 -0.01
H 2.1447 1.7917 1.7357 0.02 -0.01 -0.03
Ti -0.4267 -0.7041 0.0877 -0.48 -0.26 -0.66
C 3.4480 3.4956 1.6562 -0.01 0.01 -0.03
C 2.5447 -1.6293 -1.8965 -0.09 0.07 -0.05
C -1.8891 -2.7740 -4.6638 0.05 0.08 -0.02
H 1.0294 -4.7644 3.6354 -0.02 -0.03 -0.01
C -1.2971 4.4444 -3.3007 -0.02 -0.01 0.01
H 4.7006 -0.5746 -0.4877 0.00 -0.01 0.00
H 4.2156 0.6153 -1.6789 0.02 0.00 -0.02
H -0.9705 -4.7737 0.3110 0.02 -0.04 -0.01
C -3.6189 -0.5478 -0.0186 -0.08 0.03 -0.03
C -2.6435 4.7141 -3.0997 0.02 -0.03 0.02
H -0.8013 4.7868 -4.1990 0.00 0.01 -0.02
C -0.5825 3.7318 -2.3507 -0.01 -0.01 -0.06
C -2.0247 4.1766 3.2945 -0.03 -0.06 0.03
H -2.3609 5.1784 3.5207 -0.01 0.03 0.02
N -2.0335 -2.0946 0.8788 0.09 -0.25 -0.02
H -4.3125 4.4886 -1.7716 -0.01 0.01 0.00
C -0.6214 -0.8248 -5.2249 -0.09 -0.12 -0.09
C -3.2653 4.2759 -1.9407 0.01 0.02 0.01
H 3.3466 -2.3434 -1.7032 0.00 -0.02 0.02
H 0.4693 3.5358 -2.5218 -0.05 -0.05 -0.03
N 0.6150 -2.6694 0.5323 -0.28 0.11 -0.30
H -3.2500 -0.8939 2.0661 0.00 -0.04 -0.03
H 4.5320 5.3287 1.3953 0.02 0.02 0.01
H -3.2028 5.2686 -3.8401 -0.02 0.01 -0.02
H 1.5762 -2.1176 -1.8908 0.03 0.04 -0.01
As -0.1585 2.1986 0.0639 -0.22 0.12 0.09
H -2.1289 -2.7965 0.1418 0.02 0.14 0.20
C 1.0940 -3.5451 1.3788 0.00 0.01 0.10
H -1.6749 -2.5468 1.7167 -0.04 0.11 -0.12
C 3.9312 0.1622 -0.7268 -0.04 0.02 -0.08
C -0.4082 -0.5885 -3.8805 0.14 0.28 -0.39
C 1.4339 3.2735 0.3514 0.00 -0.15 0.03
H -1.7571 1.1015 4.6968 -0.01 0.00 0.01
C 2.0356 -5.8188 1.4059 -0.05 -0.02 0.01
C -1.1946 3.2918 -1.1783 0.12 -0.01 0.02
H 0.9418 4.9620 -0.8929 0.04 0.02 0.10
H 1.7286 -6.6667 2.0200 -0.01 0.01 0.00
H -2.5992 3.3608 5.1977 -0.01 0.01 0.03
C -1.6603 -2.5076 -3.3266 -0.21 -0.31 -0.17
N -2.4825 0.3834 -0.1002 0.15 0.14 0.24
C 2.6132 -0.5262 -0.8911 -0.16 -0.06 0.18
N 0.9243 -4.8969 1.1947 0.04 0.04 0.05
N 1.7793 -3.1737 2.4859 -0.08 -0.04 0.03
C -1.0317 2.6025 1.7581 0.10 0.10 -0.13
C -3.3388 -1.4713 1.1426 -0.03 -0.01 0.00
C -2.5438 3.5771 -0.9812 -0.05 -0.07 0.02
C 3.6662 4.7508 1.1030 -0.01 -0.02 -0.01
H 0.3306 -3.1340 -0.3282 0.13 0.02 0.18
S -0.4109 -0.0221 2.4688 -0.10 0.31 0.48
H 1.7240 -1.1706 3.1680 0.10 -0.07 -0.02
H -2.5575 1.0590 0.6642 -0.05 -0.07 -0.13
H -1.3539 4.6849 1.3312 0.00 -0.02 0.00
Cl 0.5387 0.8038 -3.4533 0.04 -0.04 0.10
H -3.6644 -1.1119 -0.9524 0.00 0.00 0.03
H 4.1373 3.0981 2.3896 0.01 -0.01 0.01
C -1.4619 3.8935 2.0647 -0.05 0.02 -0.04
H -2.4698 -3.6412 -4.9425 -0.01 -0.02 0.00
C 1.6826 -3.9047 3.7411 0.02 -0.01 -0.03
H -0.3138 -6.4009 0.4838 0.02 0.01 0.00
H 1.2689 -3.2442 4.5063 0.00 0.00 0.00
C -1.1040 1.5910 2.7169 0.03 -0.17 0.01
H 2.9230 6.2499 -0.2368 0.01 0.02 0.00
H -3.0456 3.2720 -0.0695 0.04 0.02 -0.01
C 2.3705 -1.8540 2.6131 0.06 0.04 0.02
Cl -2.3320 -3.6323 -2.1704 0.03 0.04 0.07
C 2.3370 2.7577 1.2791 0.00 0.00 0.08
H 2.8606 -5.3123 1.8935 0.04 0.03 0.03
H 0.3007 -5.3414 -0.7926 -0.01 0.01 -0.01
H -2.5148 0.9120 -0.9722 0.03 -0.12 0.15
C -2.1523 3.1566 4.2343 0.04 0.05 -0.05
H -4.1314 -2.2130 1.2702 0.02 0.05 -0.02
H -0.2011 -0.1456 -5.9517 0.02 0.02 -0.03
H -4.5681 -0.0203 0.1134 0.04 -0.05 -0.02
H 2.7267 -1.2030 -2.8846 0.04 0.00 -0.05
O 1.6605 -0.1907 -0.1922 0.38 0.04 -0.11
H 2.5491 -1.4313 1.6305 -0.01 0.00 0.03
C -0.9251 -1.4072 -2.8718 -0.04 0.02 0.47
```
Forces are in eV/Å.

net charge: +1
calculated total energy: -166792.92378 eV
HOMO energy: -9.754 eV
LUMO level: -2.13 eV
energy relative to the best compared isomer or geometry (same formula, charge and spin): 0.0 kJ/mol
HOMO-LUMO gap: 7.63 eV